1.
Entry from OMol25: one molecule with the formula C4H5FOS at a distorted geometry (ωB97M-V/def2-TZVPD).

Cartesian coordinates (Å):
O1 -1.22987 1.47753 0.39978
C1 -1.76674 0.46963 0.02755
S1 -0.96548 -1.05106 -0.24487
C2 0.67932 -0.95242 0.37609
C3 1.28283 0.20360 1.17592
C4 1.68846 -0.01069 -0.25692
F1 1.16970 0.83524 -1.14714
H1 -2.83664 0.39063 -0.26872
H2 0.97906 -1.96008 0.62028
H3 1.95315 0.02383 1.98386
H4 0.67283 1.07401 1.38110
H5 2.68766 -0.30972 -0.60858

Forces on atoms 1 to 2 (eV/Å):
-0.7 0.1 0.1
0.4 0.4 -0.2

Properties
**HOMO level**: -9.41 eV
**Kohn-Sham gap**: 10.13 eV

Charges computed using Löwdin, reported in e: O -0.029; C -0.601; S 0.990; C -0.499; C -0.061; C -0.338; F 0.022; H 0.083; H 0.089; H 0.096; H 0.095; H 0.154


2.
Entry from OMol25: C31H44N3S5Ti as an isolated structure at a distorted geometry (ωB97M-V/def2-TZVPD).

Cartesian coordinates (Å):
Ti1 0.49375 -0.19663 1.82269
C1 -0.95634 -0.97018 4.89817
C2 0.50188 -1.09953 5.36627
S1 1.62719 -1.34217 3.96038
C3 2.99356 -0.31984 4.52615
C4 3.97344 -0.15322 3.38634
S2 3.15946 0.54343 1.93310
C5 3.91850 -0.42609 0.63308
C6 3.50552 -1.87437 0.74490
S3 1.70012 -2.03102 0.75433
C7 0.03895 -4.41106 2.88645
C8 -1.01861 -4.09867 3.67222
S4 -1.26344 -1.44198 3.18951
H1 -1.26930 0.07507 4.93555
H2 -1.63945 -1.54343 5.52229
H3 0.61899 -1.94316 6.04378
H4 0.79447 -0.19476 5.89424
H5 3.46970 -0.82204 5.36836
H6 2.60707 0.63833 4.87581
H7 4.43250 -1.10326 3.12457
H8 4.76695 0.53203 3.68249
H9 5.00082 -0.28840 0.66831
H10 3.55535 0.00975 -0.29832
H11 3.97534 -2.36697 1.59537
H12 3.83830 -2.41116 -0.14463
H13 1.05235 -4.39725 3.26367
H14 -0.09184 -4.70061 1.85177
H15 -0.89604 -3.90987 4.73251
H16 -2.03620 -4.20886 3.31757
C9 -3.00363 -2.12034 -4.15800
C10 -1.86039 -2.95621 -3.56222
C11 -2.33574 -4.39479 -3.36967
C12 -0.66604 -2.94500 -4.52426
C13 -1.45777 -2.32003 -2.23605
C14 -1.71884 -2.89171 -1.00053
C15 -1.31073 -2.25977 0.15443
N1 -0.68752 -1.07451 0.17572
C16 -0.46535 -0.48389 -1.02186
C17 -0.81797 -1.08046 -2.20828
C18 0.18492 0.84758 -0.98316
C19 0.08729 1.72158 -2.04959
C20 0.65372 2.98814 -1.98722
C21 1.29235 3.31551 -0.79366
C22 1.33542 2.41856 0.24279
N2 0.80216 1.17983 0.16639
C23 0.57125 4.00263 -3.12266
C24 -0.24044 5.20704 -2.62290
C25 -0.10205 3.41428 -4.35830
C26 1.99002 4.45739 -3.49288
H17 -3.32647 -2.56038 -5.10279
H18 -2.68808 -1.09419 -4.36213
H19 -3.86780 -2.08789 -3.49130
H20 -2.55516 -4.83163 -4.34394
H21 -3.25411 -4.45332 -2.78095
H22 -1.57744 -5.02128 -2.89383
H23 -0.95692 -3.43432 -5.45463
H24 0.19139 -3.48442 -4.11659
H25 -0.34196 -1.93539 -4.78358
H26 -2.21450 -3.84743 -0.90989
H27 -1.47715 -2.74368 1.10523
H28 -0.57695 -0.57966 -3.13388
H29 -0.45579 1.41274 -2.92851
H30 1.74838 4.28553 -0.64861
H31 1.79632 2.67784 1.18277
H32 -1.25687 4.91772 -2.34687
H33 -0.30889 5.95811 -3.41117
H34 0.22678 5.68124 -1.75804
H35 -1.14151 3.13391 -4.16885
H36 0.43121 2.54026 -4.74139
H37 -0.11198 4.15981 -5.15354
H38 2.49604 4.95663 -2.66500
H39 1.93651 5.17031 -4.31665
H40 2.61218 3.61997 -3.81559
S5 0.61543 1.67582 3.42864
C27 -0.96279 2.04349 2.74126
C28 -1.78927 3.12843 2.98886
C29 -2.99491 3.19887 2.31660
C30 -3.35526 2.19934 1.41409
C31 -2.48437 1.15633 1.21469
N3 -1.31240 1.09518 1.86998
H41 -1.48387 3.88980 3.69368
H42 -3.66294 4.03228 2.49455
H43 -4.29627 2.22787 0.88399
H44 -2.70424 0.34219 0.53838

Forces on atoms 1 to 2 (eV/Å):
1.6 -0.3 0.4
0.1 0.0 0.0

Properties
**HOMO level (spin up / spin down)**: -13.60 / -13.59 eV
**<S²>**: 0.762
**Kohn-Sham gap (spin up / spin down)**: 7.33 / 5.66 eV
**Total charge**: +2
**Multiplicity**: 2

Charges computed using Löwdin, reported in e: Ti 0.351; C -0.540; C -0.453; S 0.807; C -0.496; C -0.453; S 0.884; C -0.489; C -0.588; S 0.684; C -0.035; C -0.116; S 0.836; H 0.066; H 0.086; H 0.092; H 0.082; H 0.109; H 0.057; H 0.085; H 0.104; H 0.104; H 0.084; H 0.066; H 0.082; H 0.061; H 0.064; H 0.064; H 0.066; C -0.026; C -0.552; C -0.052; C -0.032; C -0.111; C 0.043; C -0.164; N -0.125; C -0.219; C 0.069; C -0.178; C 0.076; C -0.115; C 0.033; C -0.126; N -0.021; C -0.554; C -0.027; C -0.054; C -0.030; H 0.099; H 0.085; H 0.096; H 0.097; H 0.091; H 0.097; H 0.098; H 0.099; H 0.080; H 0.122; H 0.051; H 0.119; H 0.108; H 0.130; H 0.060; H 0.095; H 0.099; H 0.085; H 0.091; H 0.094; H 0.098; H 0.084; H 0.098; H 0.097; S 0.731; C -0.677; C -0.040; C -0.017; C -0.024; C -0.101; N -0.133; H 0.123; H 0.127; H 0.120; H 0.118


3.
Entry from OMol25: C16H18FeNO5 as an isolated structure at a distorted geometry (ωB97M-V/def2-TZVPD).

Cartesian coordinates (Å):
O1 -5.50668 0.98284 1.74505
C1 -4.62321 1.36123 1.08903
Fe1 -3.36423 2.14892 0.16506
C2 -4.49099 3.49299 0.16388
O2 -5.27492 4.34812 0.27615
C3 -2.72414 2.77822 1.70064
O3 -2.41111 3.23722 2.72464
C4 -1.98437 3.06478 -1.28764
C5 -0.87397 2.31934 -0.83631
C6 -0.95726 1.05944 -0.29003
C7 -2.18954 0.38958 -0.07508
C8 -3.28422 0.33751 -0.98023
C9 -3.54753 1.23753 -2.00118
C10 -3.14782 2.57031 -1.92268
H1 -1.85077 4.15361 -1.38791
H2 0.09420 2.83951 -0.80716
H3 -0.04675 0.60460 0.12638
H4 -2.20043 -0.40256 0.69050
H5 -3.93720 -0.53683 -0.89962
H6 -4.26444 0.95467 -2.77979
H7 -3.72055 3.29698 -2.50909
C11 5.39763 0.48423 0.54697
O4 4.57414 -0.57559 0.05417
C12 3.35959 -0.72280 0.59082
C13 2.63262 -1.86875 -0.12718
C14 3.33259 -3.26728 -0.10287
C15 2.21586 -4.26844 0.23141
C16 0.97063 -3.43596 0.59087
N1 1.39288 -2.06943 0.47542
O5 2.89900 -0.05956 1.49495
H8 6.20514 0.53591 -0.18027
H9 4.86112 1.43332 0.58493
H10 5.79075 0.22134 1.52999
H11 2.56560 -1.53730 -1.17516
H12 3.80212 -3.43228 -1.07511
H13 4.10258 -3.28184 0.68114
H14 2.00438 -4.91184 -0.62129
H15 2.50164 -4.86541 1.09819
H16 0.13686 -3.62952 -0.10371
H17 0.59801 -3.65525 1.60373
H18 0.96277 -1.33159 0.99833

Forces on atoms 1 to 2 (eV/Å):
2.0 0.8 -1.4
-3.3 -2.1 2.0

Properties
**HOMO level (spin up / spin down)**: -8.11 / -11.56 eV
**<S²>**: 6.070
**Kohn-Sham gap (spin up / spin down)**: 5.21 / 4.08 eV
**Total charge**: +1
**Multiplicity**: 5

Charges computed using Löwdin, reported in e: O 0.167; C -0.139; Fe 0.105; C -0.126; O 0.173; C -0.089; O 0.159; C -0.164; C -0.120; C -0.138; C -0.212; C -0.159; C -0.109; C -0.158; H 0.131; H 0.115; H 0.080; H 0.115; H 0.132; H 0.126; H 0.136; C -0.006; O -0.018; C -0.435; C -0.174; C -0.068; C -0.116; C -0.087; N 0.218; O 0.145; H 0.105; H 0.107; H 0.109; H 0.203; H 0.131; H 0.135; H 0.124; H 0.125; H 0.162; H 0.157; H 0.158


4.
Entry from OMol25: one molecule with the formula C3H8N2O at a distorted geometry (ωB97M-V/def2-TZVPD).

Cartesian coordinates (Å):
N1 -2.09957 1.07601 -0.09264
C1 -1.99340 -0.34779 0.27048
C2 -0.64683 -1.00915 -0.23631
C3 0.55674 -0.09474 0.21055
N2 1.71988 -0.43166 -0.11501
O1 2.72930 0.53397 -0.09075
H1 -2.83749 1.15609 -0.76740
H2 -1.27247 1.66465 -0.20733
H3 -1.90347 -0.55744 1.35557
H4 -2.80461 -0.66283 -0.28068
H5 -0.55455 -1.24581 -1.24667
H6 -0.56598 -1.85968 0.42332
H7 0.18018 0.71995 0.65562
H8 3.08280 0.71291 0.77886

Forces on atoms 1 to 2 (eV/Å):
0.0 0.0 0.9
3.9 1.6 -0.3

Properties
**HOMO level**: -9.18 eV
**Kohn-Sham gap**: 10.16 eV

Charges computed using Löwdin, reported in e: N -0.021; C -0.250; C -0.124; C -0.135; N -0.018; O -0.071; H 0.054; H 0.061; H 0.111; H 0.077; H 0.082; H 0.094; H 0.064; H 0.078


5.
Entry from OMol25: C3H7N3S2 as an isolated structure at a distorted geometry (ωB97M-V/def2-TZVPD).

Cartesian coordinates (Å):
C1 1.05813 -2.91902 0.39291
C2 0.21570 -2.08513 1.37585
C3 -0.38785 1.40984 0.01511
H1 0.86589 -5.12235 0.06666
H2 2.64952 -4.34252 0.79907
H3 1.93881 -2.32326 0.36368
H4 0.76661 -2.96171 -0.60816
H5 0.08037 -2.56803 2.37965
H6 -0.81631 1.71960 0.99028
H7 -1.13183 3.54871 -2.52625
N1 1.32576 -4.30894 0.88873
N2 -0.31817 -0.91005 1.18692
N3 -0.47812 2.10061 -1.02407
S1 0.21819 -0.20235 -0.30092
S2 -1.05414 3.66761 -0.91966

Forces on atoms 1 to 2 (eV/Å):
-0.2 -0.2 2.1
-1.4 0.1 0.1

Properties
**HOMO level**: -8.23 eV
**Kohn-Sham gap**: 8.58 eV

Charges computed using Löwdin, reported in e: C -0.384; C -0.264; C -0.639; H 0.158; H 0.191; H 0.074; H 0.065; H 0.116; H 0.086; H 0.007; N -0.107; N -0.276; N -0.567; S 0.912; S 0.628


6.
Entry from OMol25: one molecule with the formula CH3IN2O at a distorted geometry (ωB97M-V/def2-TZVPD).

Cartesian coordinates (Å):
C1 -0.94053 -0.36129 -0.02901
N1 -0.87822 1.01430 -0.10181
N2 0.72678 1.65921 0.07735
O1 1.75389 1.05722 -0.00432
I1 2.38976 -1.14874 0.06346
H1 -2.01355 -0.56103 -0.12700
H2 -0.62571 -0.76228 0.94800
H3 -0.41241 -0.89739 -0.82667

Forces on atoms 1 to 2 (eV/Å):
0.9 -1.3 0.0
3.9 3.7 0.6

Properties
**HOMO level (spin up / spin down)**: -9.01 / -9.01 eV
**Kohn-Sham gap (spin up / spin down)**: 6.09 / 6.09 eV

Charges computed using Löwdin, reported in e: C -0.326; N 0.000; N 0.010; O -0.468; I 0.605; H 0.096; H 0.063; H 0.020


What are the ΔE to the lowest compared entry with this formula, charge and spin values for these records? In order: 93.7; 65.3; 28.1; 429.8; 521.1; 602.5 kJ/mol.
What are the E_tot values for these records? In order: -19827.61455; -114612.76187; -62985.74056; -8264.87147; -29360.22677; -14206.72241 eV.